Below is C19H32AsN3OScSi2 as an isolated structure in a non-equilibrium geometry, with properties calculated with ωB97M-V/def2-TZVPD.

The geometry in XYZ format:
```
59
Properties=species:S:1:pos:R:3:forces:R:3:lowdin_charge:R:1
H 8.3049 -15.6279 -0.7947 0.0 -0.1 0.0 0.014
C 8.7053 -14.6261 -0.6413 0.7 0.0 0.2 -0.242
C 5.2317 -14.5792 5.2336 0.4 1.1 0.5 -0.224
C 7.8552 -20.5616 6.5045 -1.1 -0.5 -0.2 -0.018
H 9.7170 -15.4895 4.1910 0.1 -0.1 0.2 0.039
N 10.0616 -17.8122 0.7010 -1.9 -0.7 1.0 0.229
H 7.1649 -22.5574 6.9623 -0.3 0.6 -0.3 0.118
Sc 7.3221 -17.0354 3.2360 0.3 -0.4 0.0 0.819
C 7.5975 -19.3031 5.9829 -0.2 0.6 -0.8 -0.124
C 3.8767 -14.7550 2.5124 0.2 -0.7 1.2 -0.222
C 9.7140 -16.2936 4.9259 -0.2 -0.5 0.4 -0.147
H 4.9490 -17.7719 4.9019 -0.8 0.3 -0.3 0.090
H 6.2686 -17.0275 5.5001 -0.1 -0.6 -0.1 0.084
Si 7.5262 -13.6428 0.4225 -1.0 0.2 -0.6 0.144
C 5.3436 -20.0665 5.5032 -0.7 -0.8 -0.2 -0.039
H 8.2305 -11.3487 -0.1737 -0.2 0.0 0.0 0.029
C 5.6008 -21.3342 6.0405 0.7 0.5 0.2 -0.060
H 4.9974 -15.6119 5.4024 -0.2 -0.5 -0.2 -0.019
H 9.7480 -14.6943 -0.2743 -0.5 0.0 0.0 0.032
H 9.3281 -19.7791 -0.7318 -0.3 -0.1 0.3 0.135
H 8.8207 -20.7588 6.8936 0.7 -0.2 0.3 0.101
H 4.8056 -22.0669 6.1235 0.2 0.0 -0.1 0.111
As 7.4176 -14.5544 2.5028 -0.4 -0.4 1.1 0.691
H 11.4556 -17.4488 7.6257 0.1 0.3 -0.1 0.110
C 10.7314 -16.3749 5.8649 0.0 0.0 0.0 -0.078
H 9.1966 -11.9396 1.1712 -1.1 -0.3 -0.4 0.050
H 5.1125 -13.0330 0.0079 0.1 0.0 -0.2 0.009
H 7.9162 -20.1549 0.2637 0.3 0.1 -0.4 0.140
H 5.4299 -14.6732 -0.6176 0.4 0.8 0.2 0.039
H 11.5021 -15.6358 5.8006 0.6 0.2 0.2 0.101
C 8.1395 -11.9210 0.7573 1.3 1.1 0.6 -0.258
C 6.8854 -21.5830 6.5268 0.3 0.1 0.2 -0.052
H 10.0714 -17.0110 1.2910 0.5 0.7 0.1 0.104
Si 5.3454 -13.9218 3.4665 -0.7 -1.0 -0.7 0.213
C 9.6220 -18.2255 6.9168 0.3 0.0 -0.1 -0.035
C 5.0673 -12.0893 3.4700 0.4 0.8 -0.2 -0.230
H 4.0314 -15.8636 2.4602 0.0 0.8 -0.2 0.017
H 4.3393 -19.8564 5.1260 0.2 0.0 0.1 0.120
H 8.7722 -14.1372 -1.6077 -0.1 0.1 -0.3 0.030
H 4.3818 -14.0252 5.6779 0.5 -0.1 0.0 0.049
C 8.6670 -17.2273 4.9366 -0.3 0.2 -0.8 -0.204
H 9.5692 -18.9508 7.7206 0.1 0.1 0.0 0.112
N 5.9491 -17.7863 4.8698 0.6 -0.4 0.6 0.007
H 4.9143 -11.7624 2.4261 0.1 -0.1 0.3 0.029
H 3.6762 -14.3809 1.5231 0.2 0.1 -0.5 0.001
H 7.5963 -11.2839 1.4981 0.0 -0.7 -0.6 0.034
H 6.1591 -14.3561 5.8074 -0.6 0.0 -0.2 0.052
H 4.1676 -11.7871 4.0281 0.3 -0.2 -0.1 0.042
C 5.8560 -13.6405 -0.5192 0.2 -0.6 0.0 -0.219
H 10.6360 -17.8604 -0.0996 0.5 0.0 -0.7 0.116
H 5.9415 -11.5236 3.8524 -0.5 -0.3 -0.1 0.042
C 8.6359 -18.2167 5.9334 0.0 -0.3 0.4 -0.197
C 10.7002 -17.3478 6.8572 -0.5 -0.1 0.1 -0.053
O 8.0729 -18.2549 1.7422 0.2 0.1 0.1 -0.117
H 2.9314 -14.6514 3.0739 0.3 0.2 0.0 0.032
C 6.3199 -19.1031 5.4352 0.4 0.8 0.3 -0.226
C 8.9140 -18.5268 0.8372 0.8 0.4 -0.3 -0.568
H 5.9803 -13.2562 -1.5481 0.0 0.0 0.4 0.034
N 8.6828 -19.5408 0.0096 -0.2 -0.3 0.1 0.214
```
Positions in Å, forces in eV/Å.

Results
E_LUMO in eV: -2.688
Total charge: +1
Strongest force on any atom in eV Å⁻¹: 2.302
E_HOMO in eV: -10.02